[1]
{"formula": "C14H25K4O16", "method": "wB97M-V/def2-TZVPD", "elements": ["C", "O", "H", "H", "O", "H", "C", "O", "O", "H", "H", "H", "H", "O", "K", "O", "C", "K", "C", "C", "C", "C", "O", "C", "O", "H", "C", "H", "O", "H", "H", "H", "K", "H", "O", "C", "C", "O", "H", "C", "K", "H", "H", "H", "O", "H", "H", "H", "O", "O", "H", "C", "H", "H", "C", "H", "H", "O", "O"], "xyz": [[1.69775, -2.24023, 3.78128], [-2.50082, -0.63321, 1.41457], [-0.74105, -0.42247, -0.85691], [-1.60930, 0.51034, -3.49098], [1.77962, -1.24689, -4.94510], [-0.40296, 1.66796, 3.76058], [-1.01203, 0.37901, -0.16865], [0.89419, -2.21314, 4.76791], [-0.33865, -1.73454, -4.55361], [1.00653, -1.33871, -2.04444], [-1.75201, 2.05629, -3.24668], [1.64224, -0.72810, 2.32537], [-1.51136, 1.47833, 2.44686], [-1.21220, 1.37346, -3.66518], [-2.12119, -1.34691, 4.07546], [0.19816, 4.52356, -1.65082], [-1.75862, -4.92438, 1.10338], [-4.76870, 1.72436, 1.93072], [4.55431, 0.70358, -0.35499], [0.75763, 4.31093, -2.78012], [-2.38016, 0.07169, 0.38671], [0.87760, -1.67690, -4.20306], [-1.31458, -6.07710, 1.13222], [1.19245, -1.72237, 2.43440], [0.77632, 3.07403, 0.66367], [2.46890, 0.35405, -0.96178], [1.27028, -2.08800, -2.79040], [-1.05204, 1.33005, -0.69789], [0.48048, 4.90902, -3.84337], [1.62665, -2.25258, 1.58329], [2.28646, 3.08143, -3.75469], [-0.31439, 0.51673, 0.65278], [-4.90363, 1.95253, -2.10791], [0.11293, -1.77380, 2.25442], [-2.62533, -4.40673, 1.90411], [-1.22590, -3.94990, 0.03024], [-1.25554, 2.14327, 3.28541], [5.04114, 0.39683, -1.48065], [1.30033, 2.40146, 0.21572], [1.72438, 3.11986, -2.82493], [-4.74067, -2.06270, -0.15741], [2.33890, -2.28934, -2.70018], [-1.05801, 3.11867, 2.85388], [-1.47754, -4.45168, -0.91389], [5.27416, 1.08401, 0.60428], [2.41597, 3.13739, -1.98399], [2.69032, 0.85024, 0.72774], [-1.83250, -3.07415, 0.11822], [2.82048, -2.79262, 3.77545], [-3.50904, 2.74917, 3.87752], [1.07625, 2.24183, -2.78651], [3.11184, 0.25574, -0.08696], [3.22780, -0.78897, 0.19615], [0.32055, 3.54838, -0.07445], [-2.46418, 2.11273, 4.23029], [-0.15327, -3.79377, 0.07165], [0.83539, -3.04585, -2.47979], [-2.35242, 1.35228, 5.22630], [-3.41192, 0.54583, -0.22518]], "forces_ev_per_angstrom": [[-0.09, -2.08, 0.20], [-0.77, 0.27, -0.28], [0.29, -0.01, 0.10], [0.35, -0.16, -0.08], [0.34, -0.28, 0.06], [0.22, 0.36, 0.02], [-0.68, 0.56, 0.18], [-0.50, 0.73, -0.21], [-0.72, -0.29, 0.67], [-0.06, 0.10, -0.09], [0.38, -0.09, 0.11], [-0.65, 0.22, -0.06], [0.05, 0.20, 0.03], [-0.54, 0.20, -0.11], [1.11, -0.08, -0.12], [-0.12, -0.05, -0.21], [0.07, 0.65, 0.89], [0.87, 0.06, 0.47], [1.37, -1.31, -0.25], [-0.67, -0.14, 0.14], [0.72, -0.39, 0.67], [0.01, 0.73, -0.85], [-0.23, -0.06, -0.13], [0.63, 0.34, -0.61], [-0.66, -0.03, 0.02], [0.16, -0.16, -0.15], [0.37, -1.00, 0.46], [0.08, -0.12, -0.23], [0.18, 0.08, 0.14], [0.19, -0.31, 0.30], [-0.03, 0.02, -0.04], [0.22, -0.45, -0.09], [0.99, -0.19, 0.11], [0.01, 0.43, 0.41], [-0.31, -0.09, -0.48], [-0.73, -1.58, -0.30], [-0.66, -0.37, -0.05], [-0.52, 0.53, 0.09], [0.12, 0.12, -0.02], [-0.19, 0.42, -0.14], [1.25, -0.26, 0.46], [0.10, 0.52, -0.19], [0.22, 0.04, 0.08], [0.34, 0.24, -0.14], [-0.69, 0.52, 0.00], [-0.09, -0.14, 0.09], [0.04, -0.27, 0.20], [0.13, 1.05, -0.01], [-0.29, 0.72, 0.11], [-0.37, -0.13, -0.20], [0.27, -0.17, 0.11], [0.26, 0.86, -0.01], [-0.37, -0.02, 0.11], [0.74, 0.06, -0.11], [0.68, -0.79, 0.15], [-0.02, 0.20, 0.09], [-0.52, 0.22, -0.14], [-0.68, 0.22, -0.47], [-1.60, 0.34, -0.72]], "gap_ev": 1.2, "lumo_ha": 0.056, "charge": -3, "homo_energy_ev": 0.30}

[2]
{"formula": "C4H9N3", "method": "wB97M-V/def2-TZVPD", "elements": ["N", "C", "H", "H", "N", "H", "C", "C", "H", "C", "H", "H", "H", "H", "N", "H"], "xyz": [[-0.48048, -0.15950, -0.09222], [-0.40950, 1.43497, -0.40341], [-0.96377, 1.57381, -1.34342], [-1.86085, -0.08794, 1.46898], [2.08219, -0.61935, 0.91962], [-0.95326, 1.83859, 0.45837], [-1.38192, -0.83093, 0.82977], [1.18508, -0.26773, 0.11952], [0.33696, -1.99501, -0.87162], [0.46040, -0.92097, -0.96740], [2.11056, -0.05645, 1.76731], [-0.84711, -1.54142, 1.46461], [0.56066, -0.53999, -1.97802], [1.36273, 1.89079, -1.26504], [0.95372, 1.63565, -0.37333], [-2.15543, -1.35452, 0.26629]], "forces_ev_per_angstrom": [[-0.15, 1.52, 0.45], [-1.09, -2.26, 0.24], [0.10, 0.25, 0.17], [0.10, 0.03, -0.05], [-0.54, -0.06, 0.72], [-0.14, 0.08, -0.13], [-0.29, 0.06, -0.53], [1.06, 1.30, -1.84], [0.03, 0.09, 0.01], [0.07, 0.65, 0.52], [0.12, 0.03, -0.11], [0.09, 0.06, -0.12], [-0.17, -0.12, -0.02], [-0.07, -0.31, -0.08], [1.01, -1.19, 0.61], [-0.11, -0.12, 0.15]], "gap_ev": 8.8, "lumo_ha": 0.028, "de_lowest_ev": 4.768, "homo_energy_ev": -8.07}

[3]
{"formula": "C5H9ClP2", "method": "wB97M-V/def2-TZVPD", "elements": ["H", "H", "H", "C", "C", "H", "H", "P", "C", "C", "P", "H", "Cl", "H", "C", "H", "H"], "xyz": [[5.41616, -0.35540, 0.22636], [-2.41056, -0.17131, 0.61486], [-0.89834, 1.39928, 2.06902], [-1.52546, 0.69724, -1.25488], [-1.98668, 0.77786, 0.22668], [-1.48371, 1.66370, -1.69442], [0.50740, 0.38866, -1.99503], [3.24056, -0.77492, -0.48154], [-0.07552, 0.16456, -1.16226], [4.43025, 0.05966, 0.28052], [0.70844, 0.64150, 0.50838], [-2.17062, 0.15136, -1.80922], [1.85394, 2.31075, 0.19068], [-0.02111, -0.88824, -1.04124], [-0.83425, 1.25864, 1.07852], [-2.66367, 1.51378, 0.31391], [4.26262, 0.92615, 0.92406]], "forces_ev_per_angstrom": [[0.68, 0.07, 0.03], [0.11, 0.37, -0.31], [-0.75, 0.87, 3.50], [2.85, 0.76, 3.34], [2.31, -1.67, -0.16], [-0.05, 1.08, -0.17], [1.18, 0.58, -1.34], [-0.12, -0.01, -0.02], [-0.69, 0.41, 1.51], [-0.68, -0.09, 0.29], [-0.66, -0.32, -1.30], [-1.83, -2.12, -1.81], [0.19, 0.71, -0.12], [-0.31, -1.33, -0.14], [0.73, -1.54, -3.41], [-3.12, 2.38, 0.36], [0.15, -0.15, -0.25]], "gap_ev": [6.9, 7.4], "lumo_ha": [-0.026, -0.022], "de_lowest_ev": 2.178, "homo_energy_ev": [-7.55, -8.03]}

[4]
{"formula": "C6H9N", "method": "wB97M-V/def2-TZVPD", "elements": ["H", "C", "C", "C", "H", "C", "H", "H", "N", "H", "H", "H", "H", "H", "C", "C"], "xyz": [[2.67222, 1.04279, 0.64907], [-0.01910, -0.87772, 0.09755], [-0.92644, 0.46242, -1.63220], [1.83714, 0.55746, 1.14811], [0.10775, -1.94105, 0.27653], [0.88132, -0.01716, 0.48359], [-2.90614, -0.20813, -2.36631], [-2.54542, 1.54340, -2.46660], [-1.08938, -0.49756, -0.74352], [1.05200, 0.42676, 3.18558], [2.84518, 0.48118, 3.03017], [1.94119, -0.96646, 2.58191], [-1.90574, -1.11412, -0.73166], [-1.74870, 0.43543, -3.56587], [-2.11260, 0.54180, -2.53776], [1.91671, 0.13095, 2.59142]], "forces_ev_per_angstrom": [[-0.03, -0.20, 0.08], [0.23, 0.00, -0.11], [-0.53, -0.43, 0.05], [-0.03, -0.58, -0.17], [0.16, -0.05, -0.39], [0.02, -0.03, -0.15], [0.07, 0.08, 0.04], [0.01, -0.03, -0.07], [-0.01, 0.24, -0.19], [0.14, 0.17, 0.05], [-0.04, 0.14, 0.32], [0.09, 0.27, 0.25], [-0.01, 0.12, -0.08], [-0.08, 0.08, 0.10], [-0.11, 0.11, -0.09], [0.14, 0.11, 0.35]], "gap_ev": 8.8, "lumo_ha": 0.033, "de_lowest_ev": 4.632, "homo_energy_ev": -7.96}